(1)
58
Properties=species:S:1:pos:R:3:forces:R:3 method="wB97M-V/def2-TZVPD" total_charge=-1 spin_multiplicity=1
B 3.2275 -4.9909 5.5819 0.02 -0.05 -0.01
C 1.9021 -5.4918 4.7316 0.13 0.26 0.08
C 0.6825 -4.6330 5.0487 0.17 -0.24 0.33
C -0.4953 -5.3914 5.6215 0.05 0.15 0.15
Br 0.0458 -3.6223 3.4624 -0.19 0.17 -0.25
H 4.2378 -5.5782 5.1794 -0.06 -0.01 0.10
H 3.0658 -5.2047 6.7928 -0.01 0.02 -0.04
H 3.3731 -3.7736 5.4058 -0.01 -0.04 0.00
H 2.1295 -5.4431 3.6668 -0.06 -0.07 -0.08
H 1.6369 -6.5276 4.9662 0.02 -0.14 -0.11
H 0.9630 -3.8370 5.7343 -0.01 0.15 -0.10
H -0.1440 -5.8691 6.5382 0.00 -0.12 0.02
H -1.3194 -4.7274 5.8825 -0.08 0.02 -0.03
H -0.8523 -6.1564 4.9353 -0.01 -0.07 -0.06
C 2.3244 -0.9843 1.8207 0.06 0.04 0.00
C 2.2877 0.4029 1.2014 0.02 -0.02 0.06
N 1.1592 0.5851 0.3024 0.01 0.02 0.01
C 1.2333 1.7863 -0.5009 -0.02 0.03 -0.07
C 1.1661 3.1450 0.2105 -0.01 0.01 -0.04
C -0.1429 0.2633 0.8632 -0.15 -0.05 0.00
C -0.5736 0.9870 2.1451 -0.02 0.02 -0.03
H 2.2790 -1.7552 1.0511 -0.02 -0.01 -0.01
H 3.2445 -1.1226 2.3881 0.01 0.00 0.00
H 1.5006 -1.1512 2.5123 0.00 -0.03 0.01
H 3.1949 0.5648 0.6110 0.00 0.01 -0.01
H 2.3103 1.1518 2.0110 0.00 0.00 -0.02
H 0.4327 1.7390 -1.2466 0.03 0.01 0.03
H 2.1720 1.7389 -1.0635 0.02 0.00 0.02
H 0.1666 3.3603 0.5875 0.00 -0.02 0.02
H 1.4326 3.9419 -0.4887 0.00 0.00 -0.01
H 1.8632 3.1941 1.0475 0.01 -0.01 0.01
H -0.1725 -0.8112 1.0545 0.05 0.00 0.03
H -0.8850 0.4418 0.0798 0.01 0.02 0.01
H 0.2114 0.9630 2.9016 0.01 -0.02 0.01
H -1.4448 0.4858 2.5702 0.00 -0.01 0.00
H -0.8440 2.0284 1.9674 0.05 0.01 0.00
C -2.5594 0.9900 -2.3611 -0.02 -0.05 0.00
C -2.6934 1.3069 -3.8411 0.04 -0.03 0.02
N -2.5161 2.7199 -4.1278 0.01 -0.03 0.01
C -2.9110 3.0969 -5.4704 -0.04 0.05 -0.07
C -2.1183 2.5147 -6.6480 -0.01 0.03 -0.01
C -1.2829 3.3082 -3.6300 0.09 0.05 0.04
C 0.0434 2.6658 -4.0562 -0.01 0.05 -0.02
H -3.2199 1.6220 -1.7659 0.00 0.02 -0.01
H -2.8188 -0.0524 -2.1747 0.00 -0.01 0.00
H -1.5382 1.1342 -2.0090 -0.02 -0.01 0.00
H -3.6971 1.0339 -4.1789 -0.01 0.01 -0.02
H -1.9947 0.6652 -4.4024 -0.01 0.01 0.00
H -2.8867 4.1889 -5.5295 0.01 0.00 0.00
H -3.9612 2.8112 -5.5870 0.00 -0.03 0.01
H -1.1240 2.9523 -6.7291 0.01 -0.01 0.02
H -2.6442 2.7203 -7.5827 0.00 0.01 0.00
H -2.0079 1.4331 -6.5644 -0.01 -0.01 0.01
H -1.3260 3.3063 -2.5379 -0.01 -0.03 0.01
H -1.2880 4.3620 -3.9204 0.00 0.00 -0.02
H 0.0287 1.5832 -3.9226 0.00 -0.01 0.02
H 0.8543 3.0550 -3.4377 0.00 0.01 0.00
H 0.2927 2.8741 -5.0961 -0.03 -0.04 -0.01

(2)
73
Properties=species:S:1:pos:R:3:forces:R:3 method="wB97M-V/def2-TZVPD" spin_multiplicity=1
O 3.3914 1.2225 -2.2259 1.13 -0.69 -0.20
N 4.2635 0.4269 -2.1832 -0.69 2.11 0.28
O 3.7966 -0.8278 -2.5551 -0.69 -1.87 0.38
C 3.6783 -1.5736 -1.3116 -0.03 1.30 1.69
P 2.2082 -2.7943 -1.3025 1.33 -1.47 -0.73
C 0.7944 -2.1185 -2.3745 -1.23 0.52 -0.29
F 1.2038 -1.6559 -3.6298 -0.47 -0.70 2.25
F -0.0754 -3.2130 -2.6155 1.41 1.72 0.40
C -0.1101 -1.0047 -1.6618 -1.00 -0.80 -0.75
F -0.9712 -0.4805 -2.6236 1.72 -0.27 2.03
F 0.6713 -0.0405 -1.0508 -1.80 -1.52 -1.16
F -0.9208 -1.6477 -0.7214 1.68 1.56 -1.28
H 4.6584 -2.0832 -1.0134 -1.49 0.35 -0.62
H 3.4575 -0.8019 -0.4930 0.40 -1.12 -0.93
H 1.7905 -2.7807 0.0844 -0.14 0.76 -0.96
O 4.2694 -3.2879 2.5139 -3.54 -1.97 1.30
P 4.0263 -2.6681 3.9034 6.46 4.51 -1.98
N 3.7587 -1.0809 3.2889 -0.59 0.72 -0.84
C 4.1112 0.1799 3.9195 0.01 -0.05 0.61
C 2.4455 -0.9276 2.6643 0.04 -0.40 -0.31
N 5.6887 -2.8914 4.3747 1.14 -0.34 0.62
C 6.7105 -1.9350 3.9715 -0.15 0.43 0.01
C 6.1993 -4.2370 4.0760 -0.42 -0.17 0.10
N 3.6600 -2.0712 5.5500 -2.47 -2.26 0.76
C 4.6300 -1.9041 6.6256 0.72 -0.32 0.02
C 2.5165 -2.8397 6.0836 -0.47 0.31 -0.01
H 3.4348 0.4490 4.7385 -0.05 0.04 0.08
H 4.0759 0.9898 3.1828 -0.14 -0.25 -0.13
H 5.1280 0.1942 4.3034 -0.03 -0.22 0.07
H 1.6530 -0.8489 3.4192 -0.14 0.19 -0.03
H 2.2196 -1.7842 2.0278 0.06 -0.08 0.08
H 2.4074 -0.0420 2.0229 0.09 0.03 0.16
H 6.6370 -1.6547 2.9152 0.02 0.06 -0.06
H 7.7152 -2.3313 4.1415 -0.19 -0.30 -0.02
H 6.6792 -1.0354 4.5840 -0.14 0.18 -0.06
H 6.4957 -4.3456 3.0265 -0.11 -0.09 0.05
H 5.4422 -4.9942 4.3042 0.07 0.04 -0.14
H 7.0641 -4.4629 4.7055 -0.01 0.20 0.05
H 5.1451 -2.8335 6.8827 0.06 0.12 0.02
H 4.1288 -1.5454 7.5314 -0.42 -0.07 -0.27
H 5.3639 -1.1350 6.3882 0.07 -0.21 -0.24
H 2.8080 -3.8669 6.3285 -0.14 0.02 0.16
H 1.7108 -2.8822 5.3414 0.06 -0.06 -0.06
H 2.0968 -2.3667 6.9746 0.12 0.00 -0.03
O -6.4845 0.6020 -3.5164 2.34 -1.53 -3.25
P -5.5550 1.7739 -3.8803 -3.66 3.49 6.37
N -4.7595 1.7881 -2.3522 0.55 -0.63 0.88
C -4.2448 2.9438 -1.6391 0.14 0.43 -0.42
C -3.8006 0.6921 -2.1972 -0.35 -0.37 -0.22
N -6.8792 2.9073 -3.9144 -0.94 0.99 -0.36
C -7.3792 3.5031 -2.6835 0.33 0.09 0.28
C -8.0393 2.4194 -4.6728 0.30 -0.20 -0.28
N -4.4567 3.0706 -4.4418 1.16 -1.54 -2.83
C -4.8373 4.4565 -4.6850 -0.72 0.24 -0.08
C -3.7263 2.5839 -5.6298 0.51 -0.13 0.15
H -3.3071 3.3217 -2.0628 0.09 0.06 -0.02
H -4.0526 2.6829 -0.5927 -0.05 -0.27 -0.16
H -4.9523 3.7683 -1.5972 -0.05 -0.04 -0.22
H -2.8820 0.8890 -2.7616 0.12 0.04 0.14
H -4.2231 -0.2462 -2.5591 -0.08 0.05 -0.05
H -3.5397 0.5330 -1.1469 -0.04 0.18 -0.04
H -7.5110 2.7705 -1.8800 0.00 -0.01 0.09
H -8.3409 3.9984 -2.8435 0.01 -0.23 -0.27
H -6.7293 4.3043 -2.3351 0.18 -0.05 0.14
H -8.6598 1.7318 -4.0867 0.06 -0.06 -0.12
H -7.7141 1.9051 -5.5830 -0.08 -0.06 0.13
H -8.6617 3.2585 -4.9957 0.12 0.12 0.13
H -5.6287 4.5560 -5.4331 0.00 0.10 0.09
H -3.9730 5.0265 -5.0440 0.23 -0.44 -0.01
H -5.1405 4.9567 -3.7660 -0.23 -0.22 -0.01
H -4.3855 2.5199 -6.5028 0.17 0.06 -0.12
H -3.3167 1.5853 -5.4385 -0.09 -0.03 0.01
H -2.8780 3.2293 -5.8709 -0.11 0.04 0.04

(3)
65
Properties=species:S:1:pos:R:3:forces:R:3 method="wB97M-V/def2-TZVPD" total_charge=+1 spin_multiplicity=1
C 2.6672 -0.1498 -0.6038 -0.07 0.08 0.20
C 3.3258 -1.2902 -1.3512 0.07 -0.68 -0.20
F 2.8468 -2.5114 -0.9082 0.03 0.14 -0.07
N 4.7943 -1.3110 -1.1909 0.49 0.51 0.24
C 5.5569 -1.0653 -2.2875 -0.29 -0.37 0.08
N 6.1278 0.1730 -2.5423 0.42 -0.30 -0.22
N 5.6711 -2.0278 -3.1691 -0.35 0.44 -0.37
O 5.1795 -3.2793 -2.9738 -0.07 -0.18 0.06
H 1.9754 0.3947 -1.2472 0.10 -0.07 0.05
H 3.4019 0.5503 -0.1995 -0.12 -0.04 -0.06
H 2.0768 -0.5475 0.2245 0.10 0.04 -0.09
H 3.1179 -1.2742 -2.4301 0.01 0.14 0.14
H 5.1099 -0.8021 -0.3724 -0.19 0.22 -0.11
H 7.0340 0.3271 -2.1053 -0.25 0.16 0.34
H 6.2175 0.3762 -3.5331 0.09 -0.11 0.01
H 6.1892 -1.9210 -4.0352 -0.01 0.02 0.08
H 4.2121 -3.2619 -3.0615 0.03 0.04 0.01
C -4.1254 -3.0841 -3.2919 -0.06 -0.06 -0.06
O -3.4177 -2.0209 -3.8969 0.06 0.04 0.09
C -4.1338 -0.7913 -3.9435 -0.07 0.00 -0.02
C -3.4177 0.2591 -3.1247 0.02 0.02 -0.02
N -3.4538 -0.0819 -1.7138 0.11 -0.07 -0.04
C -2.6495 0.7647 -0.8493 -0.05 0.03 0.06
C -1.1397 0.7565 -1.0592 0.00 0.06 0.04
O -0.5196 -0.4835 -0.7473 0.02 -0.04 -0.03
C -0.4948 -1.4390 -1.7879 0.00 -0.02 -0.04
H -3.5094 -3.9760 -3.3916 0.00 0.00 0.02
H -4.3231 -2.9007 -2.2298 0.00 0.02 -0.01
H -5.0834 -3.2624 -3.7901 0.02 -0.01 -0.01
H -5.1517 -0.9332 -3.5689 0.01 0.04 0.01
H -4.1922 -0.4637 -4.9846 0.00 -0.04 -0.01
H -3.9110 1.2251 -3.2708 0.00 -0.01 0.01
H -2.3971 0.3506 -3.5278 -0.02 0.02 -0.01
H -3.1740 -1.0480 -1.6009 -0.05 0.01 0.04
H -2.8436 0.4754 0.1865 0.01 0.00 0.01
H -2.9946 1.7987 -0.9603 0.00 -0.01 0.00
H -0.7033 1.4882 -0.3734 0.03 -0.01 0.00
H -0.8660 1.0568 -2.0791 -0.04 -0.02 -0.01
H -0.4335 -0.9588 -2.7710 0.02 -0.01 0.00
H -1.3722 -2.0901 -1.7909 -0.02 0.04 0.00
H 0.3835 -2.0689 -1.6336 0.00 0.00 0.00
C -2.4069 3.6884 3.6205 -0.08 0.06 0.04
O -1.6411 3.0312 4.6069 0.08 -0.06 -0.07
C -2.1640 1.7733 5.0178 -0.08 -0.01 0.02
C -1.1931 0.6671 4.6709 0.02 0.00 0.04
N -1.0825 0.5225 3.2290 0.05 0.11 -0.01
C -0.0554 -0.3993 2.7743 0.00 -0.08 -0.06
C 1.3979 -0.0532 3.0855 -0.07 -0.02 -0.01
O 1.8534 1.1154 2.4199 0.05 -0.03 -0.13
C 1.6529 2.3352 3.1130 0.04 0.01 0.04
H -1.9494 4.6624 3.4570 0.00 0.00 -0.02
H -2.4262 3.1364 2.6728 0.01 -0.02 0.01
H -3.4412 3.8368 3.9470 0.01 0.01 0.01
H -3.1304 1.5922 4.5374 0.02 -0.04 0.00
H -2.3159 1.7969 6.0998 -0.01 0.05 0.00
H -1.5561 -0.2731 5.0973 0.00 0.00 -0.02
H -0.2355 0.9001 5.1597 -0.02 -0.02 0.02
H -0.9207 1.4366 2.8241 0.00 -0.02 -0.02
H -0.1510 -0.4979 1.6889 0.00 -0.02 0.03
H -0.2633 -1.3876 3.2000 -0.01 0.02 0.01
H 2.0153 -0.8793 2.7182 0.05 0.03 0.02
H 1.5889 0.0374 4.1608 -0.05 0.01 0.00
H 1.7216 2.1917 4.1950 0.02 0.02 -0.01
H 0.6845 2.7913 2.8920 -0.01 -0.03 0.02
H 2.4379 3.0227 2.7992 0.00 0.00 0.00

Number 1: calculated total energy -89886.8586 eV, LUMO 0.08360 Ha. Number 2: calculated total energy -76251.3033 eV, LUMO -0.04831 Ha. Number 3: calculated total energy -36582.0070 eV, LUMO -0.15274 Ha.